Record 1
Computed, not measured: a 16-piece molecular cluster, H32O16 overall at a distorted geometry, with the ωB97M-V functional and the def2-TZVPD basis.

Its energy above the lowest of the compared OMol25 structures with the same formula, charge and spin is 114.6 kcal per mole. Its HOMO energy is -9.6729 eV. Its orbital gap is 8.941 eV. As for the total charge: 0. For the LUMO energy, the calculation gives -0.73 eV.

Geometry (Å):
O (0.219, 1.768, -2.961)
H (-0.612, 1.370, -3.187)
H (0.699, 0.979, -3.082)
O (2.956, 0.717, -1.652)
H (2.752, 1.300, -0.933)
H (2.658, 1.105, -2.503)
O (3.250, -1.023, 1.015)
H (3.212, -0.648, 1.912)
H (2.427, -0.766, 0.612)
O (2.228, 2.459, 0.480)
H (1.314, 2.372, 0.305)
H (2.556, 3.140, -0.057)
O (0.461, 1.676, 2.512)
H (0.589, 2.084, 3.340)
H (-0.062, 2.359, 2.163)
O (0.403, -3.106, -0.617)
H (1.184, -3.396, -1.030)
H (0.566, -2.126, -0.532)
O (-2.275, 0.630, -2.886)
H (-1.979, -0.191, -2.543)
H (-2.748, 0.917, -2.105)
O (2.079, -3.683, 1.878)
H (2.025, -4.533, 1.459)
H (1.308, -3.156, 1.630)
O (0.550, -1.361, 2.307)
H (0.564, -0.747, 3.022)
H (-0.356, -1.627, 2.220)
O (-0.464, 2.230, -0.425)
H (-0.226, 2.064, -1.352)
H (-0.442, 3.180, -0.463)
O (-3.110, 1.995, -0.761)
H (-2.198, 2.034, -0.535)
H (-3.417, 2.797, -0.443)
O (-1.759, -2.777, 1.628)
H (-2.475, -2.275, 2.031)
H (-1.613, -2.387, 0.769)
O (0.487, -0.456, -0.155)
H (-0.335, -0.065, -0.484)
H (0.333, -0.649, 0.768)
O (-2.236, -0.613, -0.209)
H (-2.328, 0.025, 0.488)
H (-3.047, -1.073, -0.353)
O (-2.319, 0.681, 2.219)
H (-1.420, 0.881, 2.510)
H (-2.765, 1.515, 2.183)
O (1.043, -0.865, -2.944)
H (1.401, -0.973, -2.084)
H (0.921, -1.779, -3.157)

---

Record 2
Computed, not measured: C32H28N6O6S3Sc as an isolated structure, with the ωB97M-V functional and the def2-TZVPD basis.

Its energy above the lowest of the compared OMol25 structures with the same formula, charge and spin is 24.0 kcal per mole. Its HOMO energy is -10.9596 eV. Its orbital gap is 8.172 eV. As for the total charge: +1. For the LUMO energy, the calculation gives -2.79 eV.

Geometry (Å):
Sc (-0.035, 0.040, -0.153)
C (0.908, -3.138, -2.309)
C (0.153, -2.041, -2.993)
C (-0.646, -2.299, -4.105)
C (-1.310, -1.254, -4.720)
C (-1.094, 0.044, -4.276)
C (-0.234, 0.227, -3.209)
N (0.307, -0.800, -2.527)
C (0.226, 1.573, -2.765)
C (0.053, 2.710, -3.536)
C (0.605, 3.902, -3.089)
C (1.344, 3.909, -1.921)
C (1.480, 2.723, -1.200)
N (0.906, 1.591, -1.609)
C (2.341, 2.664, 0.006)
C (2.431, 3.744, 0.872)
C (3.283, 3.630, 1.959)
C (4.029, 2.475, 2.102)
C (3.890, 1.450, 1.168)
C (4.755, 0.228, 1.233)
N (3.031, 1.536, 0.154)
H (1.727, -3.461, -2.954)
H (0.273, -4.004, -2.123)
H (1.333, -2.789, -1.369)
H (-0.752, -3.314, -4.462)
H (-1.973, -1.441, -5.552)
H (-1.586, 0.880, -4.746)
H (-0.484, 2.668, -4.470)
H (0.489, 4.808, -3.668)
H (1.840, 4.807, -1.584)
H (1.825, 4.626, 0.731)
H (3.366, 4.434, 2.677)
H (4.723, 2.360, 2.923)
H (5.735, 0.453, 0.810)
H (4.312, -0.580, 0.658)
H (4.908, -0.094, 2.261)
C (3.382, -2.979, 3.239)
N (2.175, -3.448, 2.582)
C (1.751, -4.758, 2.597)
C (0.608, -4.816, 1.896)
N (0.325, -3.524, 1.446)
C (1.324, -2.688, 1.858)
S (1.610, -1.049, 1.571)
C (-0.917, -3.239, 0.797)
C (-1.997, -4.045, 1.117)
C (-3.152, -3.946, 0.356)
C (-3.182, -3.054, -0.698)
C (-2.081, -2.239, -0.886)
N (-0.964, -2.296, -0.147)
H (3.440, -3.439, 4.223)
H (3.324, -1.900, 3.343)
H (4.255, -3.245, 2.647)
H (2.313, -5.528, 3.089)
H (-0.009, -5.651, 1.636)
H (-1.943, -4.731, 1.947)
H (-4.008, -4.563, 0.592)
H (-4.049, -2.928, -1.325)
H (-2.097, -1.491, -1.666)
O (-1.386, -0.134, 1.598)
S (-1.075, 1.224, 2.089)
O (-0.756, 1.357, 3.468)
O (0.008, 1.684, 1.142)
C (-2.455, 2.292, 1.740)
C (-2.685, 3.267, 2.700)
C (-3.678, 4.222, 2.516)
C (-4.434, 4.213, 1.365)
C (-4.214, 3.238, 0.397)
C (-3.239, 2.272, 0.574)
S (-3.191, 1.015, -0.686)
O (-3.797, -0.162, -0.136)
O (-3.734, 1.565, -1.891)
O (-1.688, 0.821, -0.882)
H (-2.082, 3.268, 3.594)
H (-3.850, 4.969, 3.278)
H (-5.203, 4.955, 1.210)
H (-4.806, 3.221, -0.506)

---

Record 3
Computed, not measured: C15H40F2FeO5 as an isolated structure at a distorted geometry, with the ωB97M-V functional and the def2-TZVPD basis.

Its energy above the lowest of the compared OMol25 structures with the same formula, charge and spin is 292.1 kcal per mole. The expectation value of S² is 8.86. Its HOMO energy (spin up / spin down) is -11.7983 / -11.7982 eV. Its orbital gap (spin up / spin down) is 5.126 / 3.027 eV. Its spin multiplicity is 6. As for the total charge: +1. For the LUMO energy (spin up / spin down), the calculation gives -6.67 / -8.77 eV.

Geometry (Å):
Fe (-0.748, 2.602, -0.612)
F (-2.375, 1.607, -2.982)
F (-0.376, -0.224, 0.367)
C (0.054, -3.332, -4.668)
C (-0.989, -3.105, -5.734)
C (-2.238, -3.846, -5.447)
O (-1.159, -1.729, -5.947)
H (0.382, -4.372, -4.655)
H (-0.350, -3.093, -3.685)
H (0.823, -2.561, -4.710)
H (-0.646, -3.519, -6.683)
H (-2.063, -4.901, -5.659)
H (-3.055, -3.561, -6.110)
H (-2.449, -3.824, -4.377)
H (-1.547, -1.380, -5.141)
C (4.936, 1.079, -2.136)
C (4.223, 2.442, -1.793)
C (4.895, 3.561, -2.492)
O (2.900, 2.260, -2.212)
H (6.010, 1.011, -1.964)
H (4.788, 0.823, -3.185)
H (4.558, 0.227, -1.571)
H (4.293, 2.697, -0.736)
H (4.412, 4.523, -2.321)
H (4.934, 3.338, -3.558)
H (5.949, 3.583, -2.217)
H (3.045, 2.136, -3.153)
C (1.608, -6.499, 2.620)
C (0.754, -5.534, 1.810)
C (-0.547, -6.160, 1.441)
O (0.594, -4.344, 2.592)
H (1.579, -7.484, 2.154)
H (1.189, -6.594, 3.621)
H (2.623, -6.174, 2.848)
H (1.244, -5.208, 0.892)
H (-0.916, -6.677, 2.327)
H (-0.451, -6.872, 0.621)
H (-1.346, -5.450, 1.231)
H (0.446, -3.631, 1.967)
C (0.836, 4.396, 5.182)
C (1.131, 4.843, 3.775)
C (2.576, 5.437, 3.722)
O (1.085, 3.692, 2.953)
H (1.623, 3.688, 5.441)
H (-0.144, 3.919, 5.208)
H (0.898, 5.303, 5.783)
H (0.389, 5.552, 3.407)
H (2.862, 6.097, 4.541)
H (2.736, 5.955, 2.776)
H (3.398, 4.731, 3.845)
H (1.701, 3.087, 3.373)
C (-4.992, 0.974, 2.605)
C (-4.947, 1.655, 1.302)
C (-6.245, 2.268, 0.814)
O (-3.989, 2.683, 1.331)
H (-5.294, 1.714, 3.346)
H (-4.034, 0.473, 2.743)
H (-5.777, 0.218, 2.651)
H (-4.694, 0.892, 0.566)
H (-6.177, 2.421, -0.263)
H (-6.498, 3.163, 1.384)
H (-7.108, 1.611, 0.917)
H (-4.323, 3.415, 1.855)